[1]
The following is a quantum chemistry calculation of C27H35MnN5O2 as an isolated structure, from OMol25.

Its spin multiplicity is 5. The value obtained for the HOMO energy (alpha / beta) is -10.6 / -10.8 eV. Its net charge is +1. Its expectation value of S² is 6.05. Its frontier orbital gap (alpha / beta) is 7.42 / 8.03 eV. The energy comes out at -2624.9898 hartree. The value obtained for the LUMO energy (alpha / beta) is -3.204 / -2.805 eV.

```
70
C27H35MnN5O2 (ωB97M-V/def2-TZVPD)
Mn -0.73 0.43 0.38
C -2.98 1.88 -0.92
N -2.53 1.67 0.48
C -2.37 3.03 1.06
C -1.53 3.16 2.32
C -0.05 2.88 2.09
N 0.21 1.46 1.87
C 1.05 0.88 2.65
C 1.53 -0.47 2.53
C 2.21 -1.05 3.61
C 2.73 -2.32 3.52
C 2.59 -3.02 2.31
C 1.95 -2.47 1.23
C 1.40 -1.18 1.32
O 0.82 -0.65 0.26
C -3.64 0.91 1.13
C -3.54 0.55 2.61
C -2.33 -0.32 3.02
N -1.74 -0.89 1.83
C -1.87 -2.13 1.56
C -1.51 -2.73 0.29
C -1.37 -4.12 0.23
C -1.08 -4.76 -0.96
C -0.95 -4.00 -2.12
C -1.10 -2.62 -2.08
C -1.37 -1.96 -0.88
O -1.55 -0.64 -0.90
H -3.89 2.48 -0.93
H -3.17 0.92 -1.39
H -2.20 2.40 -1.48
H -3.37 3.44 1.24
H -1.91 3.65 0.29
H -1.89 2.54 3.14
H -1.62 4.20 2.65
H 0.54 3.23 2.94
H 0.29 3.43 1.20
H 1.47 1.46 3.48
H 2.33 -0.48 4.53
H 3.24 -2.77 4.36
H 3.00 -4.02 2.23
H 1.84 -3.00 0.29
H -3.75 0.00 0.55
H -4.56 1.49 0.99
H -4.46 -0.02 2.80
H -3.61 1.43 3.24
H -2.63 -1.10 3.72
H -1.57 0.30 3.51
H -2.30 -2.80 2.32
H -1.50 -4.70 1.14
H -0.97 -5.83 -0.99
H -0.73 -4.48 -3.06
H -1.01 -2.03 -2.98
N 0.19 1.97 -1.05
C 0.99 1.61 -1.82
N 1.91 1.22 -2.65
C 1.56 0.86 -4.04
C 2.62 1.42 -5.00
C 4.00 1.49 -4.32
C 4.13 0.41 -3.26
C 3.18 0.69 -2.10
H 0.57 1.25 -4.25
H 1.50 -0.23 -4.10
H 2.32 2.40 -5.35
H 2.66 0.76 -5.87
H 4.13 2.47 -3.85
H 4.78 1.40 -5.07
H 5.15 0.36 -2.86
H 3.92 -0.57 -3.69
H 3.59 1.46 -1.45
H 2.97 -0.20 -1.51
```

---

[2]
The following is a quantum chemistry calculation of one molecule with the formula C15H15N3O3S in a non-equilibrium geometry, from OMol25.

Its spin multiplicity is 1. As for the SMILES: O=C(/C=C/Sc1nc(CCc2ccccc2)cc(=O)[nH]1)NO. The value obtained for the HOMO energy is -9.0 eV. Its net charge is 0. Its frontier orbital gap is 8.61 eV. As for the energy above the lowest of the compared OMol25 structures with the same formula, charge and spin: 313.3 kJ/mol. The energy comes out at -1368.7107 hartree. The value obtained for the LUMO energy is -0.345 eV.

```
37
C15H15N3O3S (ωB97M-V/def2-TZVPD)
O 4.52 -0.33 -1.20
C 4.20 -1.07 -2.10
C 3.16 -0.71 -3.02
C 2.15 0.23 -2.82
S 0.88 0.31 -4.03
C -0.55 0.73 -3.08
N -0.52 0.79 -1.77
C -1.65 1.17 -1.05
C -1.57 1.23 0.44
C -1.42 -0.15 1.01
C -1.34 -0.14 2.54
C -2.34 0.38 3.37
C -2.26 0.23 4.78
C -1.21 -0.52 5.34
C -0.16 -0.93 4.53
C -0.21 -0.73 3.15
C -2.77 1.55 -1.71
C -2.85 1.51 -3.13
O -3.78 1.94 -3.80
N -1.72 1.05 -3.77
N 4.96 -2.22 -2.21
O 5.93 -2.58 -1.29
H 3.12 -1.27 -3.93
H 2.09 0.84 -1.93
H -2.48 1.74 0.86
H -0.68 1.81 0.74
H -0.50 -0.61 0.62
H -2.25 -0.78 0.70
H -3.16 0.91 2.95
H -3.03 0.58 5.44
H -1.18 -0.69 6.42
H 0.68 -1.45 4.92
H 0.57 -1.12 2.51
H -3.63 1.85 -1.10
H -1.74 1.18 -4.78
H 4.69 -2.92 -2.90
H 6.05 -1.81 -0.70
```

---

[3]
The following is a quantum chemistry calculation of one molecule with the formula C4H8OS in a non-equilibrium geometry, from OMol25.

Its spin multiplicity is 1. As for the SMILES: CSCC(C)=O. The value obtained for the HOMO energy is -8.6 eV. Its net charge is 0. Its frontier orbital gap is 9.35 eV. As for the energy above the lowest of the compared OMol25 structures with the same formula, charge and spin: 118.6 kJ/mol. The energy comes out at -630.5898 hartree. The value obtained for the LUMO energy is 0.736 eV.

```
14
C4H8OS (ωB97M-V/def2-TZVPD)
C -2.28 -0.66 -0.52
S -1.30 0.64 0.35
C 0.09 -0.34 0.92
C 1.39 -0.27 0.03
C 1.67 1.21 -0.40
O 2.10 -1.20 -0.03
H -2.81 -0.24 -1.42
H -3.16 -1.06 0.04
H -1.72 -1.51 -0.85
H -0.08 -1.30 1.26
H 0.61 0.24 1.84
H 2.63 1.45 0.12
H 1.99 1.18 -1.39
H 0.87 1.84 0.05
```

---

[4]
The following is a quantum chemistry calculation of a 2-piece molecular cluster, C5H12O2 overall, from OMol25.

Its spin multiplicity is 1. The value obtained for the HOMO energy (alpha / beta) is -7.8 / -7.8 eV. Its net charge is 0. Its frontier orbital gap (alpha / beta) is 7.92 / 7.92 eV. As for the energy above the lowest of the compared OMol25 structures with the same formula, charge and spin: 570.6 kJ/mol. The energy comes out at -347.9875 hartree. The value obtained for the LUMO energy (alpha / beta) is 0.077 / 0.077 eV.

```
19
C5H12O2 (ωB97M-V/def2-TZVPD)
C -0.84 -0.57 0.89
C 0.00 -0.30 2.10
O 0.64 0.98 2.03
C 1.34 1.10 0.84
C 0.50 1.04 -0.39
O 0.28 -0.75 -1.42
C -0.71 -0.75 -2.43
H -0.20 -0.80 -0.44
H -1.76 0.02 0.87
H -1.12 -1.63 0.85
H 0.77 -1.08 2.21
H -0.57 -0.26 3.04
H 1.79 2.11 0.86
H 2.17 0.38 0.77
H -0.44 1.57 -0.35
H 1.08 1.21 -1.30
H -0.30 -0.30 -3.34
H -1.61 -0.19 -2.12
H -1.03 -1.77 -2.67
```

---

[5]
The following is a quantum chemistry calculation of one molecule with the formula C4H10N4 in a non-equilibrium geometry, from OMol25.

Its spin multiplicity is 1. As for the SMILES: C=NN(C)C/C=N\N. The value obtained for the HOMO energy is -8.2 eV. Its net charge is 0. Its frontier orbital gap is 9.19 eV. As for the energy above the lowest of the compared OMol25 structures with the same formula, charge and spin: 355.7 kJ/mol. The energy comes out at -377.3113 hartree. The value obtained for the LUMO energy is 0.970 eV.

```
18
C4H10N4 (ωB97M-V/def2-TZVPD)
C 2.23 -0.25 -0.61
N 1.27 0.09 0.15
N 0.27 0.85 -0.30
C 0.17 1.10 -1.73
C -0.92 0.81 0.53
C -1.71 -0.49 0.47
N -1.49 -1.58 1.15
N -0.53 -1.51 2.16
H 2.39 -0.15 -1.69
H 2.97 -0.87 -0.16
H -0.19 0.10 -2.23
H 1.20 1.45 -2.05
H -0.56 1.90 -1.95
H -1.65 1.59 0.18
H -0.69 0.97 1.64
H -2.65 -0.48 -0.14
H 0.41 -1.17 1.79
H -0.51 -2.37 2.79
```

---

[6]
The following is a quantum chemistry calculation of an isolated ion of composition C3H5O4S and charge -1 in a non-equilibrium geometry, from OMol25.

Its spin multiplicity is 1. As for the SMILES: C[C@@H](O)C([O-])=S(=O)=O. The value obtained for the HOMO energy is -3.5 eV. Its net charge is -1. Its frontier orbital gap is 7.23 eV. As for the energy above the lowest of the compared OMol25 structures with the same formula, charge and spin: 209.9 kJ/mol. The energy comes out at -816.4742 hartree. The value obtained for the LUMO energy is 3.748 eV.

```
13
C3H5O4S (ωB97M-V/def2-TZVPD)
C -0.98 0.89 0.21
C -0.58 -0.59 0.39
O -1.54 -1.47 0.01
C 0.70 -0.68 -0.48
O 0.71 -1.45 -1.43
S 2.26 0.40 -0.20
O 1.96 0.73 1.21
O 1.99 1.51 -1.11
H -1.97 0.94 -0.21
H -0.92 1.50 1.12
H -0.33 1.19 -0.60
H -0.31 -0.73 1.53
H -0.98 -2.26 -0.41
```

---

- Which formula does entry 5 have?
  C4H10N4